The following is a quantum chemistry calculation of a molecular structure, C19H27B2Br6Cr2N5O26, from OMol25.

Summary:
molar mass = 1346.47 u
LUMO level (spin up / spin down) = -9.52 / -8.07 eV
total charge = +2
orbital gap (spin up / spin down) = 3.18 / 4.63 eV
HOMO energy (spin up / spin down) = -12.699 / -12.699 eV
E = -559256.2184 eV
2S+1 = 9

Each line ends with the Löwdin charge.
Atoms and positions in Å:
Cr: -1.997 -3.197 3.161  1.2784
Cr: 5.121 0.311 -2.437  1.4240
O: -0.028 -3.589 2.370  0.0401
C: 0.971 -3.686 1.687  -0.3287
O: 1.080 -3.420 0.432  0.2736
B: 2.466 -3.648 -0.076  -0.8305
O: 3.154 -4.191 1.107  0.2615
C: 2.367 -4.189 2.158  -0.3965
O: 2.683 -4.543 3.246  0.2073
O: 3.119 -2.380 -0.485  0.2568
C: 3.712 -2.574 -1.622  -0.3153
O: 4.450 -1.778 -2.177  0.0468
C: 3.170 -3.872 -2.204  -0.3761
O: 2.481 -4.500 -1.265  0.2750
O: 3.481 -4.291 -3.269  0.2350
O: -1.808 -1.093 2.471  0.0546
C: -1.384 -0.612 1.455  -0.2956
O: -0.128 -0.165 1.314  0.2550
B: 0.064 0.320 -0.058  -0.9177
O: -1.126 -0.159 -0.756  0.2353
C: -2.060 -0.501 0.086  -0.4128
O: -3.206 -0.718 -0.145  0.1348
O: 1.238 -0.218 -0.772  0.2677
C: 2.090 0.739 -0.917  -0.3181
O: 3.153 0.624 -1.503  0.0331
C: 1.503 2.060 -0.391  -0.4309
O: 0.276 1.766 -0.061  0.1810
O: 1.998 3.141 -0.490  0.1426
Br: -0.781 3.189 -2.419  0.8175
C: 1.127 3.431 -2.941  -0.6219
C: 1.165 3.970 -4.355  -0.6495
Br: 3.014 4.249 -4.897  0.7253
H: 1.666 2.488 -2.849  0.0485
H: 1.549 4.080 -2.177  0.0437
H: 0.641 4.922 -4.360  0.0646
H: 0.633 3.290 -5.015  0.0663
Br: -1.985 5.256 0.823  0.6629
C: -2.925 3.570 0.447  -0.7007
C: -3.870 3.384 1.601  -0.6516
Br: -4.744 1.602 1.491  0.6672
H: -2.137 2.819 0.487  0.0189
H: -3.385 3.543 -0.537  0.0422
H: -4.648 4.137 1.700  0.0642
H: -3.346 3.384 2.553  0.0492
Br: -4.905 2.734 -3.508  0.6213
C: -4.018 1.169 -2.759  -0.7432
C: -4.663 -0.138 -3.172  -0.6570
Br: -4.697 -0.250 -5.142  0.6176
H: -4.021 1.244 -1.674  0.0143
H: -2.987 1.186 -3.111  0.0159
H: -5.674 -0.153 -2.767  0.0624
H: -4.124 -1.023 -2.850  0.0371
C: 4.730 5.047 -2.026  0.0420
N: 5.045 3.926 -1.099  -0.4050
O: 5.013 2.750 -1.451  -0.0476
O: 5.312 4.260 0.017  0.1595
H: 3.790 5.517 -1.757  0.1150
H: 4.659 4.684 -3.049  -0.0142
H: 5.610 5.680 -1.948  0.1161
C: -6.280 -1.961 2.295  0.1088
N: -5.194 -2.994 2.276  -0.3694
O: -5.358 -4.003 1.659  0.1807
O: -4.158 -2.755 2.906  -0.0695
H: -6.527 -1.704 3.323  0.1214
H: -7.128 -2.408 1.791  0.1181
H: -5.822 -1.092 1.825  0.0604
C: 1.183 -1.835 6.516  0.0875
N: 0.274 -2.331 5.448  -0.3968
O: -0.198 -1.551 4.636  0.0401
O: 0.082 -3.531 5.355  0.0735
H: 0.636 -1.358 7.326  0.1193
H: 1.848 -1.107 6.055  0.0978
H: 1.792 -2.626 6.944  0.1145
C: -0.416 -2.463 -2.694  0.0567
N: -0.799 -2.031 -4.060  -0.4373
O: -0.045 -1.231 -4.585  0.0610
O: -1.883 -2.340 -4.481  0.0773
H: -0.162 -3.517 -2.789  0.1150
H: -1.282 -2.235 -2.078  0.0927
H: 0.412 -1.865 -2.330  0.0755
C: 2.959 -0.992 2.673  0.0648
N: 3.071 0.354 3.282  -0.4314
O: 3.749 0.486 4.280  0.0920
O: 2.655 1.303 2.650  0.0875
H: 3.845 -1.167 2.072  0.1191
H: 2.030 -0.928 2.107  0.0831
H: 2.829 -1.705 3.483  0.0964